No. 1
A single C5H5NO2 molecule. Source: OMol25; level of theory: the ωB97M-V functional and the def2-TZVPD basis.

Geometry as XYZ:
```
13
Properties=species:S:1:pos:R:3:forces:R:3
C 0.10234 0.61168 -0.39787 3.441 2.333 -4.361
C -0.05472 -0.76696 -0.79003 -0.285 -0.034 0.657
C -0.54629 -1.37475 0.29332 0.983 -1.338 -0.449
C -0.59931 -0.50506 1.49446 -2.169 -0.253 1.758
C -0.45653 0.88458 0.92188 0.158 -1.568 -1.212
H 1.96560 1.62123 -2.44556 0.748 0.543 -0.784
H 0.24447 -1.18428 -1.74513 -0.450 0.099 0.183
H -0.84299 -2.41568 0.27059 0.083 -0.027 0.390
H 0.16064 -0.47661 2.28615 0.480 -0.913 -0.455
H -1.51894 -0.78356 2.07336 0.453 0.938 -0.384
N 0.83918 1.49660 -1.07742 -2.208 -1.769 2.289
O 1.35084 0.93581 -2.23394 -0.501 -0.329 0.618
O -0.64429 1.95699 1.35020 -0.733 2.319 1.751
```
Positions in Å, forces in eV/Å.

Output
SMILES = O=C1CC=C/C1=N\O
LUMO level = -0.10 eV
Energy above the lowest of the compared OMol25 structures with the same formula, charge and spin = 75.1 kcal per mole

No. 2
A single C4H8O2 molecule. Source: OMol25; level of theory: the ωB97M-V functional and the def2-TZVPD basis.

Geometry as XYZ:
```
14
Properties=species:S:1:pos:R:3:forces:R:3
C -1.63376 -0.25233 -0.46992 -0.015 -0.059 0.010
C -0.24273 0.34575 -0.26216 0.093 -0.149 -0.183
O -0.24992 1.31748 0.76601 -0.127 0.252 -0.032
C 0.70100 -0.78088 0.20267 -0.485 -0.371 0.026
C 2.27497 0.14546 0.04847 0.386 0.005 0.132
O 2.17972 -0.71405 1.01970 -0.068 0.242 -0.279
H -2.33370 0.52978 -0.78795 0.135 -0.100 0.047
H -1.62680 -1.02692 -1.24461 0.020 0.114 0.106
H -2.00594 -0.68352 0.46557 0.061 0.056 -0.126
H 0.13195 0.76657 -1.20376 -0.053 -0.041 0.165
H -0.79360 2.05926 0.47420 0.079 -0.075 0.106
H 0.83170 -1.55172 -0.54969 0.044 0.164 0.110
H 0.25080 -1.16623 1.12669 0.017 0.036 -0.064
H 2.46322 1.16675 0.47495 -0.088 -0.076 -0.017
```
Positions in Å, forces in eV/Å.

Output
LUMO level = 0.76 eV
Energy above the lowest of the compared OMol25 structures with the same formula, charge and spin = 140.8 kcal per mole

No. 3
5 unconnected molecules or ions with the total composition C45H81BrF5IN2O6S2. Source: OMol25; level of theory: the ωB97M-V functional and the def2-TZVPD basis.

Geometry as XYZ:
```
143
Properties=species:S:1:pos:R:3:forces:R:3
C 1.14755 4.82062 0.93510 -0.149 0.161 -0.060
C 1.29518 5.66937 -0.33313 0.465 -0.103 0.384
C 2.45486 5.24495 -1.24536 -0.571 0.345 0.076
C 2.09827 4.60196 -2.57450 0.564 -0.262 -0.210
N 1.47664 3.26455 -2.59097 -0.234 0.440 0.801
C 2.00973 2.29618 -1.63693 0.557 -0.281 -0.254
C 1.96898 0.88369 -2.23576 -0.384 0.055 0.564
C 1.10227 -0.08690 -1.44411 0.193 -0.328 -0.383
C 1.72266 -0.59956 -0.14177 -0.212 0.487 -0.023
C 0.82797 -0.60963 1.08896 -0.657 -0.817 -1.051
Br 0.89601 1.20104 1.87574 -0.051 0.147 0.051
C -0.73170 -0.88573 0.92168 0.274 1.699 1.266
O -1.42712 0.28596 0.58171 -0.278 -0.216 -0.233
I -1.40067 -2.33483 -0.51591 0.164 -0.668 -0.114
N -1.07919 -1.16492 2.29538 0.577 -1.269 -0.287
C 0.05888 -1.44923 3.09786 -0.396 -0.004 -0.495
O -0.00419 -1.55153 4.28394 -0.042 -0.444 0.548
C 1.24374 -1.62786 2.17343 0.966 0.810 0.353
C 1.38674 -3.12064 1.73271 -0.651 -0.099 -0.333
C 0.39693 -4.22746 2.10257 0.515 -0.157 0.347
C 0.55136 -4.69666 3.55655 -0.536 0.387 -0.457
C -0.73252 -5.21771 4.13905 0.528 -0.496 0.259
F -0.64670 -5.21843 5.48772 -0.063 0.119 0.463
F -1.79221 -4.45717 3.82019 -0.396 0.176 -0.280
C -1.00351 -6.70036 3.74180 -0.511 0.569 0.053
F -2.30561 -6.94227 3.64195 -0.427 -0.036 -0.205
F -0.51629 -7.51648 4.64724 0.528 -0.582 0.583
F -0.42356 -6.99567 2.57843 0.099 -0.052 -0.464
C 2.65805 -1.23874 2.65637 -0.060 -0.416 0.690
C 3.02166 -1.60340 4.10153 0.426 0.368 -0.189
C 2.73821 -0.52413 5.10558 -0.382 -0.018 0.322
C 2.04930 -0.81239 6.27417 0.124 -0.105 -0.211
C 1.76100 0.17122 7.19871 0.042 -0.303 -0.227
C 2.16477 1.46922 6.96245 -0.095 0.233 0.332
C 2.87927 1.77699 5.82289 0.081 -0.133 -0.212
C 3.15945 0.77986 4.90875 0.111 -0.126 -0.183
C 0.08083 3.25434 -2.65114 -0.548 0.054 -0.463
S -0.96769 3.04878 -1.41928 -0.003 -0.400 0.319
S -0.46681 3.44491 -4.29699 0.424 -0.392 -0.469
C -2.17140 2.87512 -4.25238 -0.256 0.792 -0.149
C -2.79949 2.86793 -5.64574 -0.007 -0.049 0.036
C -2.91907 1.48834 -6.25529 -0.067 0.110 -0.115
H 0.14210 4.44580 1.06779 -0.214 -0.195 0.005
H 1.38789 5.41459 1.80646 0.046 0.142 0.306
H 1.83035 3.98110 0.94503 0.088 -0.315 -0.088
H 1.52643 6.67092 0.00435 -0.083 0.400 -0.032
H 0.36559 5.74284 -0.88131 -0.242 -0.121 -0.201
H 3.16646 4.66050 -0.67611 0.196 -0.291 0.062
H 2.97995 6.15187 -1.52519 0.304 0.168 -0.182
H 1.47963 5.29641 -3.12900 -0.329 -0.005 -0.200
H 3.02524 4.50908 -3.13207 0.239 -0.007 -0.227
H 3.04394 2.54515 -1.44483 0.282 0.329 -0.012
H 1.50110 2.32231 -0.67990 -0.222 0.129 0.213
H 2.97474 0.48816 -2.32077 0.247 -0.134 -0.172
H 1.54012 0.95778 -3.22467 0.069 0.014 -0.430
H 0.13722 0.37658 -1.29635 -0.174 0.167 0.208
H 0.93232 -0.94421 -2.08322 -0.203 -0.249 -0.173
H 2.56698 0.03465 0.09442 0.307 0.116 0.189
H 2.14405 -1.58509 -0.28885 0.003 -0.322 -0.138
H -1.80054 0.21867 -0.30100 0.011 0.123 -0.116
H -1.79862 -1.85872 2.44820 -0.507 0.424 0.190
H 1.47211 -3.14616 0.65525 0.100 0.059 -0.341
H 2.33756 -3.46766 2.11025 0.320 -0.041 0.106
H -0.63277 -4.01783 1.87795 -0.411 0.388 -0.101
H 0.66394 -5.06088 1.46645 -0.054 -0.216 -0.283
H 0.83677 -3.86356 4.18066 0.169 0.167 0.330
H 1.27444 -5.49746 3.62469 0.412 -0.025 0.153
H 2.86558 -0.19097 2.51916 -0.072 0.266 -0.047
H 3.34789 -1.76924 2.01153 0.167 -0.046 -0.310
H 4.09895 -1.74700 4.11598 0.278 -0.191 -0.023
H 2.58796 -2.54260 4.41990 -0.208 -0.218 0.056
H 1.72001 -1.82468 6.42175 -0.192 -0.248 0.172
H 1.20259 -0.09926 8.07490 -0.146 0.085 0.322
H 1.91065 2.22841 7.67961 0.006 0.299 0.144
H 3.22892 2.77049 5.60946 0.021 0.347 0.156
H 3.71764 1.01901 4.01962 0.148 0.161 -0.229
H -2.24541 1.90133 -3.78727 0.207 -0.216 0.218
H -2.70919 3.58908 -3.64871 -0.187 0.044 0.424
H -2.30338 3.56065 -6.31571 0.182 0.147 -0.182
H -3.80566 3.24218 -5.50853 -0.305 0.219 -0.114
H -3.51680 0.88129 -5.58593 -0.001 -0.413 0.094
H -3.43231 1.52566 -7.20660 -0.205 0.091 -0.265
H -1.96746 1.01399 -6.45247 0.350 -0.163 0.196
C 1.39333 2.98723 -9.03674 -0.042 0.093 -0.111
C -0.00831 2.41446 -8.91421 0.082 -0.048 0.062
O -1.03658 3.34594 -9.19701 -0.116 0.009 0.120
C -1.03594 3.89356 -10.50169 0.008 0.056 -0.130
C -1.19995 2.86262 -11.60587 0.053 -0.100 0.085
H 1.49415 3.88041 -8.41927 0.008 -0.020 0.049
H 2.12855 2.25044 -8.71302 -0.004 -0.010 0.030
H 1.63187 3.26459 -10.06461 0.025 -0.053 -0.009
H -0.18294 2.10557 -7.88298 -0.042 0.011 0.011
H -0.11596 1.51966 -9.53826 0.019 0.018 -0.022
H -0.13272 4.49202 -10.66696 0.019 -0.032 -0.013
H -1.87810 4.58507 -10.52218 -0.017 0.000 0.061
H -0.34860 2.18270 -11.65974 0.026 0.033 -0.038
H -1.28857 3.35992 -12.57180 -0.017 0.020 -0.004
H -2.09472 2.26243 -11.43676 -0.032 0.024 -0.016
C 5.58282 6.19590 8.69977 0.075 0.039 -0.113
C 5.32531 4.84357 8.05645 0.016 -0.009 0.135
O 5.30349 4.87367 6.64209 -0.160 -0.046 -0.108
C 6.49397 5.29864 6.00864 0.128 0.037 -0.038
C 7.70019 4.42458 6.30955 -0.052 -0.039 0.115
H 4.86518 6.93298 8.33793 -0.035 -0.006 0.024
H 5.49006 6.11786 9.78306 -0.023 -0.011 0.012
H 6.58402 6.56911 8.47924 0.018 -0.021 0.045
H 4.33924 4.48340 8.34947 -0.022 -0.025 -0.056
H 6.05009 4.10325 8.41399 0.025 0.027 0.002
H 6.70807 6.34567 6.25307 0.022 -0.012 0.032
H 6.27820 5.26355 4.94072 -0.064 -0.007 0.001
H 7.98840 4.47418 7.36043 0.035 0.041 -0.010
H 8.55499 4.74884 5.71564 -0.002 0.005 -0.025
H 7.48302 3.38222 6.07329 0.004 -0.003 -0.039
C -4.75441 -10.32426 -1.36915 0.007 0.054 0.121
C -4.01644 -9.14947 -1.98848 0.017 -0.081 -0.042
O -4.21709 -7.92216 -1.31281 -0.094 0.138 -0.050
C -3.79534 -7.88262 0.03918 -0.033 0.008 0.061
C -2.31417 -8.13958 0.22187 0.019 -0.183 -0.351
H -5.81795 -10.10109 -1.27787 -0.013 -0.007 -0.037
H -4.63387 -11.21117 -1.99129 -0.007 -0.003 -0.027
H -4.37749 -10.56396 -0.37399 0.033 -0.037 -0.019
H -4.38386 -8.98196 -3.00107 -0.010 0.062 0.010
H -2.94617 -9.37006 -2.07359 -0.002 -0.030 0.027
H -4.38412 -8.57963 0.64609 0.022 -0.028 0.000
H -4.03849 -6.87947 0.39166 -0.045 0.011 -0.078
H -2.04438 -9.15595 -0.07107 0.014 -0.004 0.048
H -2.03700 -8.01186 1.25797 0.016 0.025 0.188
H -1.72817 -7.45153 -0.39100 -0.005 0.030 0.044
C -5.37179 0.40876 -2.13054 -0.037 -0.132 -0.021
C -6.02290 0.76976 -0.80518 0.174 0.077 0.002
O -7.30099 0.19649 -0.61875 -0.151 -0.003 0.003
C -7.35023 -1.21954 -0.61052 -0.035 -0.073 -0.049
C -6.52661 -1.85952 0.49108 0.165 0.267 0.056
H -6.03699 0.65559 -2.95940 0.016 0.041 -0.011
H -4.43659 0.95875 -2.25341 -0.013 0.040 0.019
H -5.14170 -0.65631 -2.19508 0.052 0.009 0.017
H -6.18209 1.84716 -0.76199 -0.054 -0.002 0.024
H -5.36022 0.51585 0.03058 0.021 -0.024 -0.028
H -7.05966 -1.62056 -1.58863 0.036 0.004 0.009
H -8.40214 -1.46828 -0.47051 -0.025 0.066 -0.007
H -5.45838 -1.68054 0.35216 -0.001 -0.060 -0.006
H -6.68342 -2.93393 0.50078 -0.050 -0.150 0.006
H -6.80945 -1.44949 1.46254 -0.015 -0.050 -0.016
```
Positions in Å, forces in eV/Å.

Output
SMILES = CCCCN(CCCC[C@]1(Br)[C@@](CCCC(F)(F)C(F)(F)F)(CCc2ccccc2)C(=O)N[C@]1(O)I)C(=S)SCCC.CCOCC.CCOCC.CCOCC.CCOCC
LUMO level = -0.08 eV

No. 4
A gas-phase ion, C6H4NO2 (charge +1). Source: OMol25; level of theory: the ωB97M-V functional and the def2-TZVPD basis.

Geometry as XYZ:
```
13
Properties=species:S:1:pos:R:3:forces:R:3
C 1.08494 1.61064 -0.02029 0.084 -0.051 0.010
C 2.18262 0.72944 0.01504 -0.360 0.839 0.034
C 0.01717 0.75744 -0.03798 -2.111 -1.966 0.079
C 0.48293 -0.56843 -0.01670 -1.305 0.819 -0.075
C -0.47635 -1.56369 -0.01662 1.023 0.690 0.091
C -1.79131 -1.04988 -0.00331 -0.685 -1.274 -0.070
N -1.93932 0.24531 -0.00730 3.003 2.007 0.043
O -2.78987 1.05193 0.03244 -0.254 -0.426 -0.068
O 1.83662 -0.53793 0.01172 0.451 -0.878 0.006
H 1.10998 2.68261 -0.02875 0.135 0.158 0.013
H 3.23408 0.95692 0.06530 0.137 -0.104 -0.057
H -0.28498 -2.62716 -0.00270 -0.011 -0.020 -0.016
H -2.66652 -1.68719 0.00917 -0.107 0.207 0.009
```
Positions in Å, forces in eV/Å.

Output
LUMO level (spin up / spin down) = -7.08 / -6.89 eV
Energy above the lowest of the compared OMol25 structures with the same formula, charge and spin = 0.0 kcal per mole
Net charge = +1

Total energy? In order: -10848.0564; -8367.1765; -176643.5009; -11858.4740 eV.